Entry 1:
Entry from the OMol25 dataset: a molecular structure, C32H39CrF6IN5O10S4Si2Te at a distorted geometry (ωB97M-V/def2-TZVPD).

The geometry in XYZ format:
```
101
Properties=species:S:1:pos:R:3:forces:R:3
Cr 0.0815 -0.0568 0.4614 0.0370 0.6110 0.4890
F 3.1531 1.4501 1.9817 -0.5299 0.5142 -0.2039
C 2.5369 2.5643 1.5547 1.1440 -0.4122 -0.1422
F 2.5802 3.4402 2.5723 -0.4793 -0.1969 -0.1661
F 3.3290 3.0829 0.5923 -0.6919 -0.1876 -0.0855
S 0.6632 2.1805 1.1101 2.7103 0.4285 2.2679
O 0.3918 1.3870 2.3052 -1.2360 -1.2085 0.9586
O 0.2756 3.6426 1.4145 -0.2163 -0.2452 -0.4327
N -1.3016 2.6774 -0.5345 0.3817 0.1280 -0.3983
S -0.3026 2.0387 -1.7001 0.3310 -0.0166 -0.9943
O 0.9328 2.7319 -1.1340 0.4034 0.4077 -1.1032
O -0.2063 0.5827 -1.3726 -0.1486 -1.4352 0.6708
C -0.6518 4.7663 -2.5308 0.0305 0.5730 -0.9518
F -0.8290 6.1130 -2.6814 -0.0091 0.0368 0.0248
F 0.4227 4.4531 -3.2826 -0.0125 0.0801 0.1358
F -1.7002 4.1833 -3.1464 -0.1656 0.0652 0.2569
N 4.7009 2.9193 5.5363 0.0989 0.2729 0.1399
C 4.2586 1.7342 5.0079 -0.0175 -0.4619 -0.1090
C 5.1474 0.8681 4.3607 -0.0982 0.1333 0.0959
C 4.7046 -0.3396 3.8625 0.1040 -0.0637 0.0907
C 3.3798 -0.7021 4.0291 -0.1035 -0.5170 -0.3778
C 2.4786 0.1439 4.6534 0.0756 0.1246 0.2022
C 2.9188 1.3510 5.1503 -0.0134 -0.0705 -0.0700
S 2.7383 -2.0468 3.0869 -0.3740 -0.1800 -0.6727
O 3.8106 -2.7956 2.4712 0.3235 0.1807 0.4569
O 1.7567 -2.8096 3.7994 0.1542 0.2860 0.4787
N 1.9514 -1.2191 1.9056 -0.2711 -0.0712 1.0223
C 2.6183 -0.8799 0.8435 0.8396 -0.5445 0.2165
S 4.2300 -1.3526 0.3954 0.1268 0.3509 -0.8059
C 4.0352 -0.4093 -1.0620 -0.3525 0.1748 0.1498
C 2.8149 0.1610 -1.1185 0.6338 0.1674 -0.8071
N 2.0146 -0.1004 -0.0470 -0.2889 -0.1165 0.0911
H 5.5885 3.2657 5.2139 -0.0893 0.0732 0.0074
H 4.0070 3.6166 5.7450 0.0883 0.0442 -0.0376
H 6.1763 1.1688 4.2239 0.1159 -0.0111 0.0293
H 5.3715 -1.0076 3.3384 0.0745 -0.0055 -0.0419
H 1.4406 -0.1427 4.7218 -0.1493 0.0373 0.0073
H 2.2178 2.0316 5.6090 -0.0862 0.0680 0.1329
H 4.8232 -0.3333 -1.7823 0.1537 0.0602 -0.1793
H 2.4282 0.7949 -1.9000 0.1207 -0.0197 -0.0774
C 3.4704 6.6171 1.3517 -0.7788 0.0471 -0.1299
Si 1.6482 6.6897 0.7784 1.0685 0.9715 -0.2459
C 1.3412 8.3784 -0.0686 0.1158 -0.6995 0.4066
C 0.4224 6.5158 2.2276 0.3704 -0.2705 -0.5924
C 1.4976 5.3975 -0.6382 -0.1031 0.1089 1.0417
Te -0.4231 4.5378 -0.3351 -0.7312 1.6239 -1.3321
C -2.7274 2.5187 -0.7444 -0.4131 0.1314 0.3275
Si -3.6938 3.0774 0.8101 -0.9721 0.4682 0.1145
C -3.3057 2.2169 2.4626 0.0385 0.1687 -0.6283
C -5.5351 2.9181 0.3177 0.7498 -0.0238 0.2580
C -3.3300 4.9550 1.0265 0.0314 -0.6524 -0.1127
H 3.7033 7.4528 2.0016 0.0166 0.2212 0.2108
H 4.1398 6.6804 0.4979 0.0315 -0.0127 -0.2037
H 3.6995 5.7009 1.8872 -0.0341 -0.1759 0.0658
H 1.4467 9.1934 0.6383 -0.0286 0.1760 0.2345
H 0.3472 8.4387 -0.5024 -0.2154 -0.0160 -0.0731
H 2.0604 8.5538 -0.8620 0.1548 -0.0707 -0.1988
H 0.8423 5.9197 3.0313 0.0645 -0.1933 0.0689
H -0.4790 6.0103 1.8776 -0.1045 0.2309 0.3591
H 0.1441 7.4832 2.6367 -0.0046 0.1743 -0.1150
H 2.2711 4.6329 -0.6024 -0.1692 0.0594 0.0219
H 1.5184 5.8772 -1.6183 -0.1759 -0.0338 0.1257
H -2.8895 1.4613 -0.9636 -0.2170 0.0783 0.0922
H -3.0671 3.0852 -1.6234 -0.1358 -0.0433 0.1694
H -2.3313 1.7328 2.4467 0.0670 -0.0209 -0.0188
H -4.0468 1.4518 2.6735 -0.0824 -0.0970 -0.0463
H -3.3187 2.9267 3.2867 -0.0298 0.2281 0.0011
H -5.7838 1.8923 0.0696 0.0160 -0.2564 -0.0406
H -5.7894 3.5343 -0.5403 0.0817 0.1585 -0.1534
H -6.1799 3.2139 1.1371 -0.1272 0.1170 0.2563
H -2.4095 5.0941 1.5974 -0.1351 0.0893 0.0647
H -4.1307 5.4471 1.5713 -0.2096 -0.0358 0.1247
H -3.2149 5.4600 0.0638 -0.1043 0.0295 0.0866
I -1.0394 -1.9460 2.9474 -0.4040 -0.3168 0.5079
C -0.1746 -2.8050 1.2702 -0.4111 -0.0788 0.2878
C 0.1390 -4.1535 1.3022 0.0399 -0.0374 -0.2101
C 0.7590 -4.7039 0.1940 -0.0379 0.3645 -0.0580
C 0.9699 -3.8951 -0.9187 -0.1154 -0.0402 0.1136
C 0.5785 -2.5737 -0.8691 0.0311 0.0364 -0.3826
N 0.0545 -2.0154 0.2256 -0.1553 -1.4324 0.1701
H -0.0809 -4.7249 2.1907 0.0752 -0.0074 0.0041
H 1.0749 -5.7354 0.1872 -0.0231 -0.1063 0.0382
H 1.4273 -4.2845 -1.8155 -0.0098 0.0282 -0.0416
H 0.6668 -1.9164 -1.7224 0.1264 0.0080 -0.0383
O -2.1605 -1.3710 -0.9706 -0.7058 0.0833 -0.2213
C -2.6286 -0.7371 -0.0296 0.0552 -0.9130 -0.8050
O -1.8969 -0.0741 0.7931 0.8237 0.8004 0.2277
C -4.1148 -0.7082 0.1855 0.0068 0.1000 0.1659
C -4.6785 -0.8008 1.4500 0.1466 0.0684 -0.2293
C -6.0614 -0.7726 1.6288 -0.3643 -0.0366 -0.1177
C -6.8449 -0.6324 0.5081 0.4393 -0.0078 -0.4889
O -8.2076 -0.5566 0.4051 0.3071 -0.1104 0.4642
C -8.4850 -0.3906 -0.9688 -1.0628 0.2332 -0.5364
O -7.2779 -0.4394 -1.6987 0.4819 -0.0744 -0.1019
C -6.2794 -0.5589 -0.7685 -0.0730 -0.0579 0.6468
C -4.9220 -0.6067 -0.9556 -0.3112 -0.0321 -0.0622
H -4.0345 -0.9192 2.3078 0.0888 0.0555 0.0499
H -6.5045 -0.8691 2.6049 -0.0720 0.0185 0.1776
H -8.9673 0.5871 -1.1331 0.1425 -0.1978 0.0948
H -9.1578 -1.1919 -1.3102 0.2182 0.1263 0.1054
H -4.4839 -0.5714 -1.9379 0.1140 -0.0076 -0.1677
```
Positions in Å, forces in eV/Å.

Spin multiplicity ... 2
E_LUMO (alpha / beta) ... -0.0527 / -0.0318 Eh
HOMO level (alpha / beta) ... -7.77 / -7.79 eV
Relative energy (zero: lowest compared OMol25 entry of this formula, charge and spin) ... 3.934 eV
HOMO-LUMO gap (alpha / beta) ... 6.3382 / 6.9271 eV
Charge ... 0

Entry 2:
Entry from the OMol25 dataset: 2 unconnected molecules or ions with the total composition C9H14 at a distorted geometry (ωB97M-V/def2-TZVPD).

The geometry in XYZ format:
```
23
Properties=species:S:1:pos:R:3:forces:R:3
C -2.8621 0.1132 0.3626 -0.7504 0.0865 -0.3641
C -2.4890 0.8406 1.6578 0.2655 -0.3923 -0.3736
H -2.2177 -0.7496 0.2296 0.1024 -0.0207 -0.2990
H -3.9005 -0.2376 0.2946 0.1875 -0.0824 0.4829
H -2.7937 0.7767 -0.5107 0.3483 -0.1583 0.1901
H -3.3289 1.3000 2.1735 0.0213 -0.0185 0.0215
H -1.7717 1.5965 1.3697 0.0002 0.4051 0.3343
H -1.9373 0.1638 2.3210 -0.4703 0.1386 0.1254
C 0.2066 2.0770 -0.4988 -1.3084 0.9115 0.1807
C 1.6250 -1.3154 -1.4943 -1.1982 1.9935 -0.1208
C 1.2187 0.0609 -1.5069 0.3271 -1.2966 0.4409
C 1.5357 -1.9510 -0.2823 0.5684 -1.1737 1.0711
C 0.6050 0.6431 -0.4124 0.8012 0.1591 0.6531
C 1.1713 -1.2875 0.9006 0.3201 -0.3221 -1.0788
C 0.5893 -0.0504 0.8104 0.0909 -0.2223 0.4696
H 1.8638 -1.7446 -2.4598 0.3464 -0.3679 0.3568
H 1.4457 0.7034 -2.3377 -0.2236 -0.0673 -0.5552
H 1.7632 -3.0009 -0.0700 0.3106 0.2273 -0.8523
H 1.4468 -1.7697 1.8346 -0.7238 0.0440 0.0381
H 1.0152 2.8029 -0.5757 0.3046 -0.3140 -0.4747
H -0.3374 2.4600 0.3656 0.0922 -0.4466 0.3222
H 0.1533 0.2823 1.7461 0.1236 0.8325 -0.3394
H -0.5308 2.2275 -1.2974 0.4643 0.0847 -0.2287
```
Positions in Å, forces in eV/Å.

SMILES string ... Cc1ccccc1.CC
E_LUMO ... 0.0375 Eh
HOMO level ... -8.99 eV
Relative energy (zero: lowest compared OMol25 entry of this formula, charge and spin) ... 0.851 eV
HOMO-LUMO gap ... 10.0149 eV
Charge ... 0

Entry 3:
Entry from the OMol25 dataset: a molecular structure, C18H24NO5S4 at a distorted geometry (ωB97M-V/def2-TZVPD).

The geometry in XYZ format:
```
52
Properties=species:S:1:pos:R:3:forces:R:3
C -2.9493 -0.2099 1.6517 -0.1509 -0.0214 -0.1322
C -2.1218 -1.4845 1.6431 0.3619 0.0592 0.0290
C -0.7234 -1.2636 2.2403 0.0366 -0.0603 0.4503
N -0.0587 -0.0620 1.7328 0.2790 -0.2336 0.0013
C 1.2516 0.2057 2.0723 1.3871 0.3604 -0.0634
S 2.1434 -0.6187 3.2748 -1.1990 -2.8670 -0.6533
S 2.2240 1.3311 1.3105 -0.5733 1.0707 -0.9736
C -0.8265 1.1351 1.4134 -0.0585 0.5190 -0.2663
C -2.2363 0.8907 0.8847 0.2830 -0.0247 0.0236
H -3.9260 -0.3919 1.1989 -0.1039 -0.0406 0.0691
H -3.1255 0.1098 2.6832 0.0274 0.0210 0.0736
H -2.6182 -2.2679 2.2279 0.1130 0.0636 -0.0896
H -2.0302 -1.8567 0.6156 -0.0039 0.0843 0.0315
H -0.8003 -1.2200 3.3410 -0.0004 -0.0641 -0.1547
H -0.0922 -2.1406 2.0185 -0.1103 0.4437 0.1425
H -0.8817 1.7689 2.3182 -0.0261 -0.0759 -0.1541
H -0.2399 1.6946 0.6662 -0.2285 -0.1416 0.4243
H -2.1930 0.6408 -0.1833 -0.0296 -0.0798 0.1274
H -2.7799 1.8374 0.9774 0.0181 -0.0983 -0.1102
C 5.6901 -6.2033 6.2365 0.3027 0.8151 0.2393
O 6.2095 -4.9043 6.6126 -0.1076 -0.7568 -0.2033
C 5.4534 -3.8206 6.2912 -0.8883 0.8100 -0.5008
C 4.2105 -3.9179 5.6400 0.6348 -0.1672 0.6109
C 3.4532 -2.7786 5.4225 -0.0639 -0.0093 -0.3331
C 3.9234 -1.4998 5.7038 0.0736 -0.8824 -0.7287
C 3.0782 -0.3198 5.3106 0.0419 1.9791 2.7169
C 1.9930 -0.0008 6.1490 0.1628 -0.1363 -0.2632
S 1.1341 1.5401 6.0052 1.0836 -0.9964 -1.1717
O 1.2549 2.2252 7.2703 -0.4750 0.3503 0.0582
O 1.5498 2.1920 4.7761 -0.2518 -0.1579 0.9272
C -0.5522 0.9848 5.7678 -0.0338 0.7716 -0.3209
C -1.1597 0.3992 7.0230 -0.6872 0.1746 0.1940
C -0.1832 -0.3770 7.8721 0.3565 -0.3424 0.3372
S 1.0388 -1.2756 6.9309 0.6326 0.2958 -0.5641
O 0.3530 -2.0414 5.8957 -0.0017 0.1244 0.8536
O 1.8623 -1.9580 7.9013 -0.2569 -0.3316 -0.0031
C 5.1917 -1.4037 6.3251 -0.5043 0.5727 -0.3137
C 5.9354 -2.5324 6.6312 -0.2170 -0.8874 -0.0524
H 6.4436 -6.9026 6.5976 -0.1472 -0.0222 -0.0885
H 4.7219 -6.4003 6.7214 0.2756 0.0834 -0.1119
H 5.5816 -6.2879 5.1446 0.0482 0.0485 0.2929
H 3.8045 -4.8789 5.3304 0.0864 0.2379 0.1715
H 2.4606 -2.9161 5.0040 0.1801 0.2293 -0.1453
H 3.6461 0.5349 4.9246 -0.3545 -0.2910 0.1753
H -1.0587 1.9065 5.4630 -0.1002 -0.1671 -0.0551
H -0.5494 0.2853 4.9246 0.2660 0.1400 0.1269
H -1.5768 1.2051 7.6354 0.0978 -0.0697 -0.0379
H -2.0019 -0.2445 6.7561 0.1152 0.0287 -0.1390
H 0.3763 0.2663 8.5566 -0.0325 -0.1435 -0.1336
H -0.6716 -1.1713 8.4445 0.0756 0.0942 -0.0185
H 5.5804 -0.4153 6.6026 -0.1339 -0.4139 -0.1889
H 6.8949 -2.4697 7.1417 -0.1994 0.1048 -0.1052
```
Positions in Å, forces in eV/Å.

E_LUMO ... 0.0947 Eh
HOMO level ... -3.34 eV
HOMO-LUMO gap ... 5.9198 eV
Charge ... -1

Entry 4:
Entry from the OMol25 dataset: a molecular structure, C2H4O2S at a distorted geometry (ωB97M-V/def2-TZVPD).

The geometry in XYZ format:
```
9
Properties=species:S:1:pos:R:3:forces:R:3
C 0.6649 1.1989 1.0630 1.7871 2.9189 1.9989
C -0.0705 0.0005 -0.8444 1.4115 1.3041 -2.6835
O 1.8970 3.1765 3.2681 -0.7784 0.3602 2.1471
O 0.9861 0.5420 -0.0136 -0.1876 -0.5936 -0.3907
S 2.1778 2.7798 1.9160 -1.1565 -2.6780 -3.7564
H 0.0742 0.8108 1.8775 -0.3444 -0.3258 0.1695
H 0.1454 0.4961 -1.8760 -0.7074 -0.9870 1.6728
H -1.0863 0.1751 -0.5691 -0.4749 0.6945 0.7480
H 0.0406 -1.0565 -0.9514 0.4507 -0.6934 0.0944
```
Positions in Å, forces in eV/Å.

E_LUMO (alpha / beta) ... 0.0158 / -0.0230 Eh
HOMO level (alpha / beta) ... -8.78 / -7.78 eV
Relative energy (zero: lowest compared OMol25 entry of this formula, charge and spin) ... 5.494 eV
HOMO-LUMO gap (alpha / beta) ... 9.2103 / 7.1501 eV
Charge ... 0

Entry 5:
Entry from the OMol25 dataset: a single C4H4O2 molecule at a distorted geometry (ωB97M-V/def2-TZVPD).

The geometry in XYZ format:
```
10
Properties=species:S:1:pos:R:3:forces:R:3
C -0.9567 -0.5313 0.1871 0.0525 -0.1653 -0.3718
C -0.0010 -0.7898 -0.9495 3.1271 1.5239 4.3576
C -0.1626 0.6153 0.8876 -1.5780 -0.2507 -0.7700
C 1.0001 0.7913 -0.0106 -4.5101 -5.1467 -1.7537
O -2.0469 -1.0569 0.3143 1.4472 1.2609 0.4883
O 1.1542 0.1740 1.1698 0.7981 -0.0945 1.9988
H 0.6038 -1.6921 -0.8222 -0.1484 0.3064 -0.6771
H -0.4091 -0.4477 -1.8041 -1.0672 0.4024 -3.2851
H -0.7009 1.3647 1.4383 0.4936 0.2315 0.7750
H 1.5189 1.5727 -0.4106 1.3853 1.9320 -0.7620
```
Positions in Å, forces in eV/Å.

E_LUMO ... 0.0333 Eh
HOMO level ... -9.19 eV
Relative energy (zero: lowest compared OMol25 entry of this formula, charge and spin) ... 4.045 eV
HOMO-LUMO gap ... 10.0971 eV
Charge ... 0

Entry 6:
Entry from the OMol25 dataset: 2 unconnected molecules or ions with the total composition C3H3O3S at a distorted geometry (ωB97M-V/def2-TZVPD).

The geometry in XYZ format:
```
10
Properties=species:S:1:pos:R:3:forces:R:3
C -2.2900 0.5040 -0.1712 2.2258 -0.6373 1.1494
C -0.9812 -0.3596 0.0783 2.6889 -0.0752 -0.1355
C 1.7606 0.1049 0.1515 4.5914 -2.6408 -1.9944
O -2.5800 0.1986 -1.3016 -1.4157 0.2034 -1.9353
O -2.6474 1.1705 0.7647 -1.0981 0.9651 0.6504
O 0.6786 0.7598 0.1096 -5.9337 1.1019 -0.4236
S -0.5403 -1.8641 0.0271 -0.2645 0.1989 0.2557
H 1.8948 -1.0034 -0.1707 -1.3953 0.5033 -0.0782
H 2.1722 -0.0071 1.1243 1.0263 0.3484 1.4581
H 2.5327 0.4964 -0.6120 -0.4250 0.0324 1.0535
```
Positions in Å, forces in eV/Å.

E_LUMO (alpha / beta) ... 0.1210 / 0.1210 Eh
HOMO level (alpha / beta) ... -4.70 / -4.70 eV
Relative energy (zero: lowest compared OMol25 entry of this formula, charge and spin) ... 2.829 eV
HOMO-LUMO gap (alpha / beta) ... 7.9965 / 7.9970 eV
Charge ... -1

Number 1: electronic energy -180956.362 eV. Number 2: electronic energy -9559.330 eV. Number 3: electronic energy -74122.490 eV. Number 4: electronic energy -17063.776 eV. Number 5: electronic energy -8303.033 eV. Number 6: electronic energy -20135.644 eV.